1.
Below is a gas-phase ion, CHCl2O3S (charge -1) in a non-equilibrium geometry, with properties calculated with wB97M-V/def2-TZVPD.

Structure (XYZ):
```
8
Properties=species:S:1:pos:R:3:forces:R:3:lowdin_charge:R:1
S -0.05106 0.52608 -2.24276 0.0 0.3 0.4 0.71
Cl -1.55508 0.68793 1.21323 -1.5 2.0 1.7 0.61
C -0.84911 -0.43409 0.18660 -0.4 -1.4 -4.1 -1.27
O 0.87142 -0.52967 -2.62034 -0.1 -0.7 -0.3 -0.50
O -1.38691 -0.38040 -1.15355 2.0 0.3 2.7 -0.49
O 0.58655 1.39187 -1.23930 -0.4 0.2 0.0 -0.53
H 0.22096 -0.15261 0.22922 -0.4 -1.1 -0.2 0.04
Cl -1.28000 -2.11825 0.84984 0.7 0.4 -0.2 0.43
```
Forces are in eV/Å.

Computed properties:
strongest force on any atom	4.350	eV/A
energy above the lowest of the compared OMol25 structures with the same formula, charge and spin	21.7	kJ/mol
frontier orbital gap	0.315	hartree
charge	-1
LUMO energy	3.5	eV


2.
Below is 2 unconnected molecules or ions with the total composition C5H12N5O3 in a non-equilibrium geometry, with properties calculated with wB97M-V/def2-TZVPD.

Structure (XYZ):
```
25
Properties=species:S:1:pos:R:3:forces:R:3:lowdin_charge:R:1
N 1.85346 1.91853 0.86103 3.1 0.0 0.9 0.13
H -0.41930 3.09234 0.21753 0.1 0.9 -0.2 0.05
N -0.94943 0.04281 -0.46557 -0.8 1.7 0.6 -0.03
H 2.45371 -2.45050 -1.32756 2.6 0.1 -1.1 0.09
H -1.05913 -4.44606 -0.24711 -0.8 1.0 1.3 0.11
H -1.98002 -3.52619 1.22202 -0.1 -0.8 -0.2 0.09
N -1.41777 -2.30499 -0.35689 -1.4 0.8 -0.5 0.00
C 1.17641 -1.29104 -0.37049 -5.1 1.0 0.1 -0.25
H 1.34589 2.40495 1.54008 -1.1 1.1 1.1 0.08
H 1.08452 4.50784 0.07309 3.8 -0.4 -0.7 -0.01
C -0.18086 1.17886 -0.05649 0.0 -0.4 -0.3 -0.20
O -2.25181 0.31689 -0.68955 -2.5 1.2 -0.1 0.07
C -0.62562 -1.19838 -0.33701 3.8 -2.3 0.2 -0.06
O -0.95973 2.30264 0.07645 0.3 -1.9 0.0 0.08
O 0.21443 4.70614 0.21796 -4.0 2.9 -0.1 -0.02
H -2.52645 1.29294 -0.45612 1.6 -2.2 -0.3 0.20
H 0.03216 5.65343 -0.13499 0.5 -2.6 0.9 0.14
H -0.21489 -3.30489 0.93809 -1.4 -1.1 -0.3 0.10
N 1.78629 -0.25014 -0.06538 0.0 1.9 0.6 0.18
H 2.70119 1.56506 1.38831 -1.2 0.3 -1.4 0.15
N 1.61503 -2.44274 -0.86530 -3.1 -1.4 0.4 0.17
H -2.43396 -2.20894 -0.50725 0.9 0.8 -0.3 0.15
C -1.22441 -3.55559 0.44270 3.7 1.4 -0.4 -0.04
C 1.10491 0.96255 0.25482 0.2 -1.9 -0.5 -0.30
H 0.87538 -2.96550 -1.35235 0.8 0.2 0.4 0.12
```
Forces are in eV/Å.

Computed properties:
strongest force on any atom	5.147	eV/A
energy above the lowest of the compared OMol25 structures with the same formula, charge and spin	192.9	kJ/mol
frontier orbital gap	0.304	hartree
charge	+1
LUMO energy	-3.0	eV


3.
Below is C3H2N4 in the gas phase in a non-equilibrium geometry, with properties calculated with wB97M-V/def2-TZVPD.

Structure (XYZ):
```
9
Properties=species:S:1:pos:R:3:forces:R:3:lowdin_charge:R:1
N 0.45341 -1.83173 -0.29094 0.4 1.6 2.6 0.05
C -0.16558 0.34111 -0.07483 0.1 -0.4 3.5 -0.25
N -0.29880 2.80039 -0.60074 -0.2 4.4 -0.9 0.18
H -0.35023 -0.63180 -1.99467 2.1 -0.3 2.7 0.18
C -0.23178 1.70399 -0.39946 -0.5 -3.7 1.5 -0.18
C 0.09160 -0.67171 -0.85674 -2.1 -2.2 -8.1 -0.19
N -0.02782 -0.32471 1.17172 1.1 1.6 -2.4 0.06
H 0.02018 0.11745 2.03261 0.2 0.7 2.0 0.13
N 0.50901 -1.50300 1.01304 -1.1 -1.7 -0.8 0.01
```
Forces are in eV/Å.

Computed properties:
strongest force on any atom	8.683	eV/A
SMILES	N#Cc1cnn[nH]1
energy above the lowest of the compared OMol25 structures with the same formula, charge and spin	189.2	kJ/mol
frontier orbital gap	0.391	hartree
LUMO energy	0.0	eV


4.
Below is C14H24N4O2 in the gas phase in a non-equilibrium geometry, with properties calculated with wB97M-V/def2-TZVPD.

Structure (XYZ):
```
44
Properties=species:S:1:pos:R:3:forces:R:3:lowdin_charge:R:1
N 0.25133 0.73218 3.00646 -0.7 1.5 -0.5 0.11
C 1.53732 1.67881 1.11569 0.0 0.5 0.0 -0.27
H -1.73338 -2.49186 -0.71813 -0.1 0.2 0.1 0.12
O -3.35188 -1.33340 -2.69507 -0.3 -0.5 0.4 -0.14
N -0.66006 -1.05829 -1.86466 -0.3 1.9 -1.4 -0.11
C -0.99487 -1.31486 -3.30296 0.1 -0.2 0.9 -0.13
H -2.46704 0.28600 -3.58927 0.2 -0.1 0.0 0.12
C 1.29051 -0.31713 -0.38849 0.4 0.8 0.1 -0.22
H -1.05962 2.95489 1.27978 -0.7 -0.4 -0.2 0.11
H 2.58846 1.77994 0.77329 -0.3 0.0 0.5 0.15
H 1.70773 3.44909 2.29164 0.3 0.1 0.2 0.11
H 0.01375 0.07486 3.72829 0.3 -0.4 0.0 0.15
N 1.58526 -2.49326 0.25650 0.6 -1.2 0.6 -0.03
H 2.22758 -1.29816 2.78102 -0.1 0.0 0.4 0.11
H 0.19234 -1.26557 1.21576 0.0 -0.1 0.0 0.13
O -1.66130 1.70663 3.62837 0.0 0.4 0.7 0.04
C 1.03107 3.05214 1.54498 0.3 0.7 -0.9 -0.17
H -3.83951 -1.47099 -0.71700 0.0 -0.1 -0.1 0.13
N 0.92259 -2.56864 -1.01271 0.4 -0.8 0.5 -0.02
H 1.08930 3.71883 0.66613 -0.1 0.0 0.4 0.12
H 2.61041 -2.54954 0.07178 -1.1 0.2 0.2 0.12
H -0.66940 3.93201 2.64892 0.3 -0.2 0.0 0.13
C 1.54636 0.81789 2.39215 1.6 -1.1 -0.4 -0.26
C 2.10784 -0.59823 1.96118 -0.9 0.1 0.0 -0.06
C -0.37810 3.02615 2.10624 0.8 -0.6 0.7 -0.08
H -0.91950 -2.41834 -3.46031 -0.2 0.6 -0.4 0.13
C -3.08096 -0.99521 -1.33631 -0.4 1.6 -0.9 -0.19
H 2.36711 -0.21459 -0.64813 -0.2 -0.1 0.4 0.15
H -2.71963 -1.15612 -4.61665 0.1 0.1 0.5 0.13
H 3.07797 -0.42364 1.52439 0.6 0.1 0.0 0.11
H 2.22057 1.34546 3.12759 0.0 -0.8 -0.8 0.16
H -0.28173 -0.78768 -3.98765 -0.4 -0.5 0.8 0.13
C 0.80396 1.11782 -0.12007 0.4 -1.0 -0.2 -0.09
C 1.22194 -1.20410 0.85631 0.4 0.6 -0.8 -0.30
H -0.26254 1.12302 -0.00552 -0.7 0.1 0.1 0.10
C -1.71210 -1.39566 -0.89425 1.1 -0.9 -0.1 -0.17
H -1.54330 -0.91625 0.08017 0.2 -0.1 -0.3 0.12
H 1.36215 -1.09441 -2.42424 -0.3 0.2 -0.1 0.14
H -3.20318 0.11873 -1.21606 0.1 -0.7 -0.1 0.14
H -0.00610 -3.04479 -0.95799 1.5 0.6 0.4 0.11
C 0.75403 -1.21292 -1.52593 -1.8 -0.1 0.5 -0.29
C -0.60224 1.81990 3.04381 -1.2 -0.7 -1.2 -0.45
C -2.41251 -0.81269 -3.61189 0.3 -0.3 0.0 -0.20
H 1.04936 1.70199 -1.00719 -0.1 0.4 0.1 0.13
```
Forces are in eV/Å.

Computed properties:
strongest force on any atom	2.381	eV/A
SMILES	O=C1CC[C@@H]2C[C@H]3[C@H](C[C@@H]2N1)NN[C@H]3N1CCOCC1
energy above the lowest of the compared OMol25 structures with the same formula, charge and spin	0.0	kJ/mol
frontier orbital gap	0.327	hartree
LUMO energy	0.7	eV


5.
Below is C3H7NO3 in the gas phase in a non-equilibrium geometry, with properties calculated with wB97M-V/def2-TZVPD.

Structure (XYZ):
```
14
Properties=species:S:1:pos:R:3:forces:R:3:lowdin_charge:R:1
O 0.21421 0.36650 -2.38901 0.3 -0.2 -0.4 -0.04
H -0.79280 1.56082 -1.12855 0.0 -0.1 0.1 0.13
N -0.87412 -0.05476 2.05866 -0.4 0.4 0.8 -0.01
H -0.67076 -1.62133 0.93440 0.0 0.3 0.3 0.08
O 0.91653 -1.08398 -0.04699 0.0 -0.1 -0.1 -0.04
O -1.14454 -1.34253 1.74632 0.0 -0.7 -0.5 -0.04
H -1.28240 -0.15246 -1.06284 0.0 0.1 0.1 0.13
H 1.64704 -1.24226 0.56009 0.0 0.0 0.0 0.12
C -0.13935 0.66021 1.32451 0.5 -0.2 -0.7 -0.13
C -0.42794 0.53262 -1.15856 0.2 -0.1 0.5 -0.22
C 0.53582 0.29319 0.02130 -0.4 0.3 -0.2 -0.33
H 1.42133 0.92667 -0.12446 -0.1 -0.1 0.0 0.15
H -0.00586 1.67444 1.66897 0.0 0.2 0.1 0.11
H 0.60284 -0.51714 -2.40382 0.0 0.1 0.0 0.09
```
Forces are in eV/Å.

Computed properties:
strongest force on any atom	1.008	eV/A
SMILES	OC[C@H](O)/C=N\O
energy above the lowest of the compared OMol25 structures with the same formula, charge and spin	350.4	kJ/mol
frontier orbital gap	0.382	hartree
LUMO energy	0.5	eV


6.
Below is 2 unconnected molecules or ions with the total composition C4H10S2 in a non-equilibrium geometry, with properties calculated with wB97M-V/def2-TZVPD.

Structure (XYZ):
```
16
Properties=species:S:1:pos:R:3:forces:R:3:lowdin_charge:R:1
H 0.28969 1.34859 -2.39728 -0.3 -0.1 0.1 0.08
H -1.18887 1.44472 0.47295 0.0 0.0 -0.1 0.06
H -1.30576 -1.57982 -0.16517 0.1 0.2 -0.4 0.05
S 0.65438 -1.85328 1.16524 -0.5 0.6 0.0 0.68
C -0.39050 -2.15129 -0.28950 -0.7 -0.7 0.8 -0.34
H 0.16486 -1.93633 -1.19299 0.1 0.3 0.0 0.05
H -0.66848 -3.20930 -0.26559 0.2 0.0 0.0 0.06
H -0.37804 2.86736 -0.17418 0.0 -0.1 -0.1 0.09
S -0.30472 -0.57651 2.40628 0.8 -0.5 0.1 0.60
C 0.79321 1.05226 -0.33353 -0.5 -0.1 -0.7 -0.29
H 1.51571 0.54246 0.29587 0.1 0.1 0.0 0.05
H 0.15666 2.16215 1.35036 -0.1 0.3 0.1 0.06
C 0.85191 0.81393 -1.64581 0.7 0.0 0.6 0.01
H 1.61173 0.11579 -1.98285 0.0 0.1 -0.3 0.06
H -1.58836 -0.96844 2.40240 -0.2 -0.3 -0.5 -0.09
C -0.21338 1.92771 0.35379 0.3 0.1 0.2 -0.14
```
Forces are in eV/Å.

Computed properties:
strongest force on any atom	1.320	eV/A
multiplicity	2
<S²>	0.755
energy above the lowest of the compared OMol25 structures with the same formula, charge and spin	164.1	kJ/mol
frontier orbital gap (spin up / spin down)	0.317 / 0.189	hartree
charge	+1
LUMO energy (spin up / spin down)	-4.8 / -8.2	eV